Record 1
A molecular structure, C37H45GeHoN4O3S2Se in a non-equilibrium geometry. Source: the Open Molecules 2025 dataset; level of theory: ωB97M-V/def2-TZVPD.

Relative energy (zero: lowest compared OMol25 entry of this formula, charge and spin), kcal per mole: 0.0
Spin multiplicity: 5
Charge: 0
Expectation value of S²: 6.004
Calculated total energy, eV: -220537.2158
HOMO-LUMO gap (alpha / beta), eV: 7.9 / 7.9

Geometry as XYZ:
```
94
Properties=species:S:1:pos:R:3:forces:R:3
H 0.760 4.858 0.186 -0.088 -0.433 0.302
C 5.485 2.947 -0.627 -0.396 -0.125 0.473
H -2.177 -0.502 -6.795 -0.283 0.311 -0.208
C -3.878 -0.531 5.493 -1.134 0.702 -0.511
C 1.470 -2.855 5.462 0.602 -0.176 -0.263
C -1.183 -0.456 -6.389 0.019 -0.712 0.254
H -5.097 -2.024 1.977 -0.912 -0.020 0.961
N 1.931 -1.455 3.449 -0.080 -0.275 -0.224
C -1.034 -0.571 -5.015 1.069 0.608 0.414
H 6.440 2.635 -0.989 0.844 -0.224 -0.074
H 1.305 -0.788 5.311 -0.224 0.905 0.171
C -4.386 1.571 4.399 1.250 -0.280 0.081
H 3.685 0.002 0.012 0.178 0.398 0.120
H -2.020 -1.410 5.061 0.342 0.177 -0.294
C 4.093 0.069 -0.998 0.579 -0.187 0.130
H 0.291 4.116 1.798 -0.150 0.212 -0.326
H 2.080 -0.384 -7.373 -0.233 -0.128 -0.019
C -4.455 -3.056 0.233 -0.523 0.516 0.309
C 0.929 -0.929 2.734 -0.838 1.476 0.615
H -0.846 -3.046 -3.549 -0.585 -0.393 0.118
H 2.736 3.886 -1.165 -0.323 0.335 -0.074
C -1.668 -3.035 -2.826 -0.351 -1.034 -0.567
C 1.375 -0.606 -5.356 -0.285 0.333 -0.533
H 3.501 -2.802 3.467 -0.217 -0.552 0.161
Ge 4.140 1.943 -1.622 -1.626 -0.142 0.037
H 2.998 -1.321 5.199 -0.358 -0.053 0.051
H -3.593 0.747 -2.014 -0.453 -0.404 -0.376
C -3.589 -3.066 -0.855 -0.660 -0.718 -0.158
H 3.919 3.048 -4.079 0.045 -0.123 0.849
C 1.199 -0.480 -6.744 0.173 -0.018 0.874
C -3.639 -4.136 -1.809 1.651 1.137 -0.359
C 2.387 2.857 -1.160 1.326 -0.087 0.352
C -0.086 -0.449 -7.249 -0.252 0.143 1.011
H -4.341 -4.947 -1.730 -0.139 -0.038 0.079
H -0.291 -0.371 -8.279 0.047 0.049 -1.133
C 1.086 4.289 1.068 0.744 0.808 0.997
S 1.045 -0.912 1.018 -0.192 -0.451 0.065
Ho -0.864 0.740 -0.271 0.099 0.357 0.266
H 0.397 -2.970 5.398 -0.301 0.195 -0.046
H -0.248 3.575 -1.635 -1.491 -0.586 -0.369
C -3.067 2.243 -0.448 -0.652 -1.198 0.033
N -0.083 -0.406 3.520 -0.274 -0.484 -0.702
C -1.244 3.056 -1.538 0.901 0.292 0.734
H -4.988 2.436 4.259 -0.547 0.411 -0.147
H 5.361 2.114 -3.897 -0.040 -0.330 0.059
N -0.816 -0.885 -1.985 -0.376 -0.421 0.307
C -1.870 2.091 -2.359 1.179 -0.035 -0.734
C 4.314 2.137 -3.584 -0.272 0.026 -0.783
C -3.556 -1.005 0.960 0.402 0.559 0.307
H 5.142 -1.451 2.248 -0.913 0.683 0.202
C -2.637 -0.543 4.862 -0.529 -1.254 0.641
N -2.675 -1.008 -0.040 -0.105 1.199 1.339
H 1.775 -2.856 6.498 -0.102 -0.265 0.472
C -3.153 1.496 3.765 -0.627 0.118 -0.080
H -3.704 2.033 0.397 -0.433 -0.112 -0.201
C 0.276 -0.643 -4.507 -0.409 0.264 0.309
O 1.257 0.289 -2.189 -0.067 0.558 0.291
C -2.022 3.127 -0.349 1.803 1.063 0.432
Se 1.764 2.514 0.650 -0.184 -0.095 -0.300
C 3.107 -2.026 2.829 0.848 0.627 -0.427
H -1.426 1.729 -3.277 -0.266 0.088 -0.139
C -4.461 -2.042 1.146 0.926 0.007 -0.959
H 2.370 -0.596 -4.950 0.239 -0.185 0.167
H -2.922 2.275 3.079 0.467 0.429 -0.518
H -2.512 -4.911 -3.443 -0.163 -0.265 -0.383
C 1.958 -1.520 4.901 0.050 -0.659 -0.096
H 1.865 4.893 1.616 -0.622 -0.656 -0.731
H 1.549 2.706 -1.813 0.047 -0.078 -0.533
H 3.747 1.335 -4.098 0.501 0.129 0.432
H 3.421 -0.603 -1.533 0.294 0.214 -0.477
C -1.693 -1.990 -1.966 0.792 0.761 -0.101
H -5.203 -3.801 0.327 -0.426 -0.903 0.006
H -4.312 -1.371 6.058 0.813 0.414 -0.070
C 4.223 -0.981 2.693 -0.304 0.725 -0.519
H -1.864 -0.477 -4.317 0.034 -0.328 -0.253
H 1.909 -3.736 4.981 0.124 0.217 -0.007
O 1.249 -2.145 -2.713 0.677 -0.244 0.335
H 2.868 -2.408 1.849 -0.165 -0.320 -0.097
C -2.288 0.428 3.939 -0.438 0.417 0.750
H -5.766 0.606 5.696 1.075 -0.302 -0.275
C -2.651 -4.096 -2.761 0.605 0.512 0.323
C -2.978 1.554 -1.707 0.161 1.043 1.335
H -1.685 3.677 0.545 -0.588 -0.169 -0.530
H 5.429 2.778 0.454 -0.026 -0.301 -0.218
H 4.470 -0.615 3.695 0.183 0.043 -0.127
H 5.432 4.016 -0.739 -0.201 0.475 -0.367
H 3.814 -0.088 2.108 0.882 -1.248 0.562
C -1.096 0.340 3.085 1.458 -0.282 -1.062
S 0.587 -0.877 -2.728 -1.384 -0.706 -1.154
H -3.594 -0.176 1.709 0.514 -0.539 -1.010
C -4.744 0.551 5.240 -1.278 -0.670 0.982
C -2.674 -2.003 -0.938 -0.097 -0.425 -0.104
O -1.182 1.007 1.995 0.201 -0.445 0.031
H 5.121 -0.351 -0.961 -0.558 0.142 -0.100
```
Forces are in eV/Å.

=====

Record 2
A molecular structure, C37H46AlN4OS. Source: the Open Molecules 2025 dataset; level of theory: ωB97M-V/def2-TZVPD.

Relative energy (zero: lowest compared OMol25 entry of this formula, charge and spin), kcal per mole: 57.8
Charge: +1
Calculated total energy, eV: -64553.1386
HOMO-LUMO gap, eV: 6.7

Geometry as XYZ:
```
90
Properties=species:S:1:pos:R:3:forces:R:3
H 2.479 -0.047 4.336 -0.018 0.020 -0.002
C -3.675 3.292 1.046 0.004 0.004 0.032
H 0.395 3.063 -4.395 -0.008 -0.012 -0.006
H 2.214 -3.889 -3.815 -0.007 0.022 -0.006
H -2.499 1.573 0.626 -0.005 0.007 0.015
C -0.986 -1.642 -1.850 -0.141 -0.034 -0.071
C 1.715 1.434 -4.821 -0.014 0.060 -0.001
C 0.054 1.421 -3.064 0.006 0.001 0.000
H 0.345 -0.167 5.643 0.002 0.006 0.014
S -0.648 -4.161 -0.598 -0.012 0.028 0.024
Al -0.041 -0.078 0.140 0.076 0.016 0.197
H -1.321 3.414 -0.550 0.003 0.015 -0.032
C -2.599 -4.190 -2.634 -0.034 -0.046 0.029
H 0.362 3.324 -1.114 -0.036 0.020 -0.015
H 0.515 -1.688 3.023 0.001 -0.007 -0.032
H -2.406 -3.284 -4.480 0.003 0.001 0.024
H 2.486 -2.616 -5.007 -0.019 -0.008 0.028
H 6.571 0.397 0.674 -0.005 -0.003 0.009
C 3.836 1.384 0.899 0.023 0.012 -0.030
H -0.374 2.008 -0.216 -0.024 -0.102 0.039
C 2.484 -0.973 0.866 -0.048 0.015 -0.017
H 2.201 1.942 -5.644 -0.016 -0.009 0.003
H 2.908 -0.327 -5.008 -0.005 0.015 0.031
H -2.664 1.046 -3.200 0.003 0.028 0.009
H -3.079 -5.055 -3.074 0.001 0.021 0.024
C -2.994 2.542 3.807 -0.005 -0.011 0.026
H 4.337 2.343 0.896 -0.007 -0.007 0.005
C 1.501 -0.515 -3.405 -0.027 -0.038 0.047
H -3.809 3.239 3.659 0.005 -0.006 -0.002
H -5.150 1.140 2.061 0.005 0.002 -0.009
H 1.415 -2.254 -2.177 -0.059 -0.021 0.069
H -2.871 4.018 1.184 -0.016 -0.006 0.001
N -1.006 -1.607 0.498 0.504 -0.461 0.289
C 1.880 -2.904 -4.145 0.028 0.011 -0.007
C 5.981 0.261 1.583 -0.002 -0.014 -0.008
C 2.109 0.158 -4.459 0.004 -0.063 -0.020
H 1.587 0.739 3.021 -0.002 -0.004 0.029
C -1.490 0.870 2.966 -0.036 0.064 0.000
C 0.455 0.123 -2.717 0.078 0.038 0.045
H -2.367 -1.557 2.164 -0.033 0.021 -0.051
H 0.843 -2.991 -4.469 -0.015 -0.006 -0.007
H -1.196 -1.338 -3.890 -0.001 0.014 -0.001
N -1.042 0.086 1.851 -0.031 0.024 -0.090
H -1.211 3.078 -2.959 0.001 0.019 -0.021
C -1.573 -1.099 1.577 -0.121 0.075 -0.238
H 3.581 -1.048 -1.743 0.005 -0.019 -0.025
C 3.814 -0.977 1.212 0.035 0.020 0.022
H 1.948 2.212 0.307 0.002 -0.008 0.009
C -0.889 0.744 4.225 0.044 -0.002 -0.015
H -0.932 1.449 6.242 -0.010 -0.001 -0.026
C -0.569 2.766 -1.001 0.103 0.014 -0.027
C -2.390 1.486 -2.241 -0.063 0.009 0.003
C 3.469 -1.797 -2.533 -0.015 0.021 -0.013
C 0.700 2.060 -4.119 0.075 -0.028 -0.007
H -3.014 -4.949 -0.654 -0.013 -0.007 0.023
H 1.720 1.534 4.588 -0.001 -0.011 -0.011
H -2.410 0.681 -1.506 0.026 0.002 -0.005
N -0.162 -0.534 -1.608 -0.063 0.081 0.006
H -4.010 3.336 0.009 0.004 0.003 0.003
H 4.131 -1.510 -3.352 0.002 -0.004 0.013
C 2.015 -1.889 -3.008 0.056 0.067 -0.064
C -2.546 1.770 2.743 0.014 -0.016 -0.027
C -4.409 0.906 1.294 0.014 0.013 -0.016
H -4.108 -0.133 1.433 -0.006 0.002 0.006
C -1.381 1.537 5.259 -0.004 -0.031 0.021
C -3.223 1.873 1.387 -0.027 -0.009 0.016
C -1.459 -1.986 -3.063 0.066 0.013 0.042
H -0.694 -2.044 4.264 0.014 0.009 -0.012
C -2.420 2.426 5.061 -0.025 0.022 -0.013
C -2.197 -3.186 -3.420 -0.004 0.009 -0.087
H 1.909 -1.892 0.825 -0.003 -0.004 0.013
H -4.893 0.984 0.318 0.010 -0.001 0.019
N 1.827 0.160 0.555 0.023 0.011 -0.066
C 2.504 1.322 0.567 -0.032 -0.016 -0.001
H 6.304 -0.660 2.062 -0.002 0.006 -0.003
H 6.200 1.101 2.242 -0.005 0.002 -0.001
H -2.784 3.027 5.884 0.005 -0.006 -0.017
H 1.023 -2.161 4.634 -0.012 0.011 -0.007
H -3.162 2.208 -1.967 -0.006 -0.021 -0.001
C 4.527 0.220 1.236 -0.001 -0.024 0.010
C 0.317 -0.128 4.552 0.003 -0.001 -0.026
H 3.813 -2.761 -2.151 -0.020 0.021 -0.012
O -2.679 -2.888 -0.586 0.026 -0.049 -0.027
C 0.279 -1.584 4.082 -0.027 0.014 0.012
C -1.343 -2.449 -0.580 -0.169 0.241 -0.054
H -4.518 3.607 1.663 0.009 -0.006 -0.006
C -2.429 -4.189 -1.160 0.024 0.026 0.019
C -1.037 2.194 -2.341 -0.067 -0.046 0.010
C 1.605 0.566 4.099 0.017 -0.017 0.007
H 4.294 -1.914 1.459 -0.005 0.009 -0.007
```
Forces are in eV/Å.

=====

Record 3
4 unconnected molecules or ions with the total composition C37H46BN4O8 in a non-equilibrium geometry. Source: the Open Molecules 2025 dataset; level of theory: ωB97M-V/def2-TZVPD.

Spin multiplicity: 2
Charge: 0
Expectation value of S²: 0.754
Calculated total energy, eV: -62123.5229
HOMO-LUMO gap (alpha / beta), eV: 7.2 / 8.0

Geometry as XYZ:
```
96
Properties=species:S:1:pos:R:3:forces:R:3
H 1.611 2.296 -2.652 -0.072 0.210 0.157
C -0.938 -5.562 -5.420 0.073 0.047 0.094
C 1.465 1.401 -2.050 0.148 -0.711 -0.135
H 3.795 2.506 -2.171 -0.136 0.078 0.003
C 0.018 1.240 -1.668 -0.006 0.519 -0.116
H -0.443 3.303 -1.996 0.093 0.022 -0.038
O 3.172 -1.085 -1.489 0.174 0.311 0.407
O -3.914 -4.722 -1.901 0.043 -0.059 0.035
N 2.618 0.855 4.166 0.005 -0.001 -0.255
H 6.673 3.524 -0.262 -0.060 0.255 -0.033
C -8.779 -2.545 -1.000 0.179 -0.022 -0.080
H -2.267 -1.009 -0.602 0.053 -0.072 -0.018
H 1.716 0.570 -2.719 0.091 0.072 -0.079
C 3.287 2.240 6.081 0.164 0.174 -0.011
H -7.871 -1.769 0.783 -0.128 -0.034 -0.016
H -1.535 -4.345 -1.804 -0.120 -0.038 -0.015
O -4.676 -5.542 -3.738 -0.001 0.017 0.000
H 2.348 4.098 -1.767 -0.140 -0.013 -0.113
C 1.616 0.518 6.384 -0.159 -0.163 0.049
H 3.231 -2.777 1.094 0.022 -0.109 0.174
H 1.131 -5.139 -5.052 -0.004 0.011 0.000
H 6.011 0.908 0.420 -0.036 -0.109 -0.043
H -3.055 -5.896 -5.498 -0.073 0.016 0.105
H 0.838 0.313 8.366 -0.008 -0.009 -0.017
H 4.131 -1.054 -1.403 0.013 -0.181 -0.388
C -0.531 0.026 -1.290 0.394 0.047 -0.106
C 2.502 1.216 5.583 0.000 0.039 0.189
N -10.135 -2.515 -0.430 -0.065 0.026 0.016
O -11.048 -2.917 -1.123 0.005 0.004 -0.002
C 1.995 4.449 -0.801 0.379 0.044 -0.032
O 4.510 4.834 0.145 0.149 -0.042 0.606
C -0.084 -4.692 -3.343 0.000 -0.033 -0.102
H 4.247 -1.372 1.013 0.190 0.046 0.318
N 4.034 3.677 0.411 -0.521 -0.254 -1.757
C 5.988 3.039 -0.950 -0.158 -0.671 -0.180
C 2.466 1.332 -0.856 0.426 -0.072 0.104
O -10.262 -2.091 0.701 0.006 -0.003 -0.002
H -7.167 -3.398 -3.832 -0.012 -0.024 0.007
C 2.100 -0.928 0.801 0.686 -0.197 -0.585
H 4.483 0.999 -1.684 -0.002 -0.043 -0.118
C 4.726 2.514 -0.242 1.301 0.129 0.110
C 3.298 -1.737 1.405 -0.601 0.313 -0.442
H 3.271 -1.653 2.486 0.225 -0.150 0.074
C 2.023 4.282 1.650 -0.348 -0.390 -0.385
H 5.692 2.123 1.648 -0.026 0.009 0.073
H 1.007 -0.275 5.974 0.063 0.021 -0.112
H 2.520 1.704 1.252 -0.091 0.053 0.137
O 3.423 1.462 3.484 0.033 0.030 0.204
C -8.603 -3.001 -2.295 -0.037 -0.081 -0.189
H 2.091 3.588 2.487 0.322 0.163 0.148
H -5.590 -1.858 -0.169 -0.030 -0.004 0.042
B 2.605 -0.232 -0.524 -0.631 -0.015 0.351
C 5.236 1.549 0.842 -0.290 -0.001 -0.132
C 1.522 0.852 7.725 0.079 0.093 0.021
H 6.495 2.157 -1.351 0.072 0.019 0.002
C -4.128 0.940 -0.453 0.621 0.159 0.509
C 3.185 2.569 7.422 -0.086 -0.080 0.052
H -2.767 3.155 -1.313 -0.062 0.030 -0.017
H 0.911 4.432 -0.743 -0.079 -0.165 -0.179
N -3.773 -5.134 -3.036 -0.027 0.046 -0.006
C -1.364 -4.686 -2.814 0.098 0.084 0.172
C 0.129 -5.132 -4.643 -0.015 -0.003 0.001
H 5.744 3.662 -1.806 0.031 0.352 0.175
H 0.749 -4.355 -2.741 -0.011 0.018 0.010
H 3.792 3.366 7.828 0.007 0.004 -0.021
C 2.064 2.166 0.378 0.523 0.121 -0.386
C -2.154 2.263 -1.304 -0.008 -0.092 0.094
H 2.304 5.487 -0.699 0.111 0.018 0.069
C -0.827 2.343 -1.679 0.017 0.341 -0.121
H 0.101 -0.853 -1.298 -0.111 -0.148 0.021
H 3.969 2.777 5.437 -0.041 -0.079 -0.094
H -9.448 -3.322 -2.886 -0.074 0.020 0.108
C 2.551 3.619 0.356 -0.839 0.536 1.345
O 1.905 -0.030 3.736 -0.087 0.058 0.406
H 2.520 5.228 1.845 0.121 -0.020 0.085
C -7.714 -2.125 -0.224 0.111 0.062 0.175
H -4.345 1.788 0.196 -0.274 0.096 -0.146
C -2.222 -5.561 -4.898 -0.056 -0.088 -0.205
H -4.822 0.920 -1.289 -0.104 -0.071 0.011
C 2.307 1.874 8.244 0.000 -0.004 -0.017
C -1.855 -0.055 -0.912 -0.304 -0.538 0.245
C -2.690 1.049 -0.894 -0.183 0.163 -0.201
H -5.242 -2.669 -2.463 0.003 0.009 -0.004
H 0.957 4.469 1.503 -0.023 0.134 0.081
H -0.771 -5.901 -6.433 -0.022 -0.003 -0.003
H 1.351 -1.659 0.486 -0.232 0.103 0.176
C -6.438 -2.174 -0.760 -0.005 -0.026 -0.105
C -7.323 -3.041 -2.823 0.037 0.064 0.093
H 4.458 0.923 1.273 -0.040 0.023 0.064
C -2.414 -5.125 -3.600 0.190 -0.021 -0.064
H 1.678 -0.238 1.525 -0.114 -0.186 -0.067
H -4.233 0.058 0.177 -0.250 -0.159 -0.180
C 3.874 1.827 -1.319 -0.313 0.067 0.235
C -6.242 -2.631 -2.055 -0.054 0.050 -0.056
H 0.991 2.187 0.569 -0.082 -0.148 -0.177
H 2.234 2.129 9.293 -0.006 0.004 -0.005
```
Forces are in eV/Å.

=====

Which value of charge does entry 1 give? 0